# 1
The following is a DFT calculation (the ωB97M-V functional and the def2-TZVPD basis) of a molecular structure, C60H43AuCl5OP2Sb.

XYZ file:
```
113
Properties=species:S:1:pos:R:3:forces:R:3
Au -1.582 -0.575 0.215 0.67 -0.90 0.73
O -3.456 -0.915 -1.734 -0.17 -0.19 -0.10
C -3.771 0.143 -2.567 -0.09 0.66 -0.27
C -4.590 0.005 -3.678 0.06 -0.30 0.02
C -4.818 1.092 -4.503 0.01 0.05 0.00
C -4.223 2.317 -4.237 0.01 0.06 0.00
C -3.372 2.442 -3.154 -0.05 -0.04 0.03
C -3.136 1.362 -2.307 -0.10 -0.51 0.44
P -1.824 1.421 -1.040 0.00 1.22 -1.24
C -0.419 1.790 -2.129 0.09 -0.34 0.29
C 0.280 0.666 -2.575 -0.12 0.15 0.07
C 1.201 0.783 -3.601 0.06 -0.04 -0.04
C 1.430 2.022 -4.180 0.05 -0.07 0.00
C 0.753 3.144 -3.723 0.03 0.08 -0.05
C -0.166 3.036 -2.692 -0.05 0.06 0.14
C -2.192 2.716 0.172 0.04 -0.30 0.22
C -3.276 3.586 0.105 0.04 -0.05 -0.17
C -3.601 4.363 1.209 -0.09 0.06 -0.02
C -2.867 4.266 2.382 0.07 -0.03 -0.03
C -1.782 3.402 2.455 -0.04 0.03 0.05
C -1.449 2.631 1.358 -0.03 -0.13 -0.15
C -4.350 -1.880 -1.353 -0.16 -0.23 0.11
C -5.725 -1.802 -1.478 0.01 0.20 -0.11
C -6.505 -2.864 -1.043 0.09 -0.06 0.03
C -5.930 -3.990 -0.469 -0.02 -0.06 0.00
C -4.562 -4.037 -0.273 0.07 -0.11 -0.02
C -3.762 -2.986 -0.721 0.24 0.76 0.09
P -2.002 -2.876 -0.380 -0.09 -0.83 0.48
C -1.644 -4.036 0.938 0.08 0.32 0.01
C -0.517 -4.858 0.901 -0.08 0.05 -0.13
C -0.197 -5.623 2.011 0.08 -0.04 0.01
C -0.974 -5.553 3.157 0.04 -0.01 -0.05
C -2.101 -4.738 3.193 -0.06 0.06 0.01
C -2.438 -3.978 2.090 -0.01 -0.17 -0.04
C -1.038 -3.305 -1.829 0.28 0.69 0.25
C -1.625 -3.909 -2.938 -0.24 0.04 0.11
C -0.821 -4.305 -3.995 0.01 -0.07 -0.06
C 0.550 -4.088 -3.953 -0.05 0.03 0.05
C 1.128 -3.453 -2.860 0.08 -0.01 0.01
C 0.338 -3.053 -1.799 -0.06 -0.01 0.03
H -5.025 -0.955 -3.918 -0.02 0.00 0.02
H -5.451 0.976 -5.372 -0.02 -0.01 0.00
H -4.399 3.162 -4.887 -0.01 0.00 0.00
H -2.871 3.382 -2.971 0.01 0.01 -0.04
H 0.074 -0.300 -2.127 0.09 -0.03 -0.07
H 1.731 -0.091 -3.956 0.04 0.01 0.03
H 2.142 2.112 -4.989 0.00 0.02 -0.01
H 0.928 4.103 -4.192 0.04 0.03 0.08
H -0.685 3.919 -2.339 -0.01 0.01 0.02
H -3.873 3.649 -0.795 -0.05 0.00 0.05
H -4.452 5.028 1.158 0.02 0.03 -0.01
H -3.144 4.857 3.244 -0.01 0.02 -0.01
H -1.221 3.307 3.376 0.06 0.05 -0.03
H -0.617 1.935 1.413 0.12 0.05 0.08
H -6.190 -0.918 -1.888 0.00 -0.03 -0.05
H -7.579 -2.808 -1.153 -0.02 0.02 0.01
H -6.546 -4.820 -0.155 0.00 0.01 0.02
H -4.109 -4.889 0.214 -0.02 -0.01 0.00
H 0.089 -4.913 0.007 0.05 -0.01 0.04
H 0.668 -6.271 1.978 0.00 -0.01 0.02
H -0.707 -6.141 4.025 0.00 -0.01 0.01
H -2.709 -4.689 4.087 -0.03 -0.02 -0.01
H -3.320 -3.351 2.107 0.01 0.01 0.09
H -2.693 -4.083 -2.960 0.00 -0.02 -0.06
H -1.265 -4.793 -4.851 -0.02 0.00 0.00
H 1.172 -4.415 -4.775 -0.01 0.02 -0.03
H 2.195 -3.278 -2.837 0.01 0.03 0.01
H 0.771 -2.559 -0.937 0.08 0.00 -0.06
Cl 1.532 -1.627 1.452 -0.33 -0.72 -0.16
C 0.223 -1.515 2.561 0.31 -0.04 -0.47
C -1.050 -1.211 2.115 -0.26 -0.17 0.03
C -2.074 -1.107 3.045 -0.21 0.17 -0.26
Cl -3.645 -0.666 2.464 -0.18 -0.01 0.08
C -1.858 -1.317 4.400 0.11 0.06 -0.04
Cl -3.156 -1.236 5.508 -0.02 0.04 -0.01
C -0.560 -1.594 4.838 0.04 -0.06 0.12
Cl -0.252 -1.796 6.507 -0.03 -0.04 -0.06
C 0.484 -1.699 3.919 -0.06 0.03 0.13
Cl 2.073 -2.050 4.448 -0.11 0.03 -0.02
C 6.244 0.724 4.659 0.05 0.03 0.00
C 4.945 1.051 5.023 -0.07 -0.04 0.05
C 3.956 1.141 4.054 0.06 -0.05 0.01
C 4.274 0.912 2.721 -0.19 0.13 -0.67
C 5.568 0.560 2.355 0.00 0.05 0.23
C 6.555 0.476 3.330 0.03 -0.11 -0.10
Sb 2.814 1.340 1.205 -0.53 0.70 0.13
C 2.994 3.505 1.226 0.48 -0.93 0.00
C 1.977 4.305 0.724 0.07 0.07 0.00
C 2.119 5.686 0.724 -0.13 0.03 -0.01
C 3.271 6.268 1.235 0.00 -0.02 -0.01
C 4.283 5.466 1.742 0.11 -0.06 0.11
C 4.146 4.084 1.750 -0.09 0.25 -0.13
C 3.946 0.785 -0.540 -0.26 0.41 0.63
C 4.578 1.766 -1.293 0.16 -0.13 -0.13
C 5.364 1.399 -2.378 -0.06 0.13 -0.09
C 5.496 0.062 -2.725 -0.03 0.00 -0.05
C 4.855 -0.915 -1.976 -0.09 -0.14 -0.01
C 4.077 -0.557 -0.883 0.09 0.15 -0.14
H 7.019 0.667 5.412 -0.01 0.00 0.02
H 4.701 1.241 6.060 0.02 -0.01 0.02
H 2.940 1.391 4.342 0.00 0.08 0.02
H 5.808 0.362 1.318 0.07 0.06 0.00
H 7.566 0.223 3.041 0.02 -0.02 0.06
H 1.071 3.856 0.339 -0.09 -0.03 -0.10
H 1.324 6.307 0.330 0.02 0.03 0.02
H 3.378 7.344 1.247 0.00 0.01 -0.04
H 5.188 5.912 2.134 -0.03 0.05 0.02
H 4.932 3.463 2.162 0.04 0.02 -0.02
H 4.479 2.812 -1.026 0.02 0.00 0.01
H 5.876 2.163 -2.949 0.00 -0.03 -0.04
H 6.094 -0.217 -3.582 0.06 -0.02 0.04
H 4.972 -1.960 -2.234 0.03 0.00 -0.02
H 3.596 -1.324 -0.288 0.05 -0.08 0.00
```
Positions in Å, forces in eV/Å.

Calculated values
Charge: +2
Maximum force (hartree/bohr): 0.0337
Orbital gap (alpha / beta) (eV): 3.462 / 3.463
HOMO (alpha / beta) (eV): -11.7 / -11.7

Löwdin atomic charge list, values in e, 99 entries:
1. Au 0.892
2. O -0.110
3. C -0.246
4. C -0.004
5. C -0.032
6. C -0.041
7. C -0.070
8. C -0.248
9. P 1.010
10. C -0.354
11. C -0.106
12. C -0.058
13. C -0.049
14. C -0.049
15. C -0.086
16. C -0.358
17. C -0.068
18. C -0.051
19. C -0.045
20. C -0.054
21. C -0.140
22. C -0.264
23. C 0.013
24. C -0.015
25. C -0.040
26. C -0.052
27. C -0.273
28. P 1.124
29. C -0.347
30. C -0.055
31. C -0.038
32. C -0.027
33. C -0.037
34. C -0.118
35. C -0.343
36. C -0.047
37. C -0.039
38. C -0.029
39. C -0.045
40. C -0.123
41. H 0.128
42. H 0.123
43. H 0.121
44. H 0.107
45. H 0.058
46. H 0.110
47. H 0.117
48. H 0.117
49. H 0.112
50. H 0.100
51. H 0.117
52. H 0.118
53. H 0.118
54. H 0.054
55. H 0.127
56. H 0.127
57. H 0.123
58. H 0.119
59. H 0.106
60. H 0.121
61. H 0.123
62. H 0.124
63. H 0.084
64. H 0.116
65. H 0.121
66. H 0.122
67. H 0.114
68. H 0.051
69. Cl 0.667
70. C -0.685
71. C -0.345
72. C -0.724
73. Cl 0.725
74. C -0.712
75. Cl 0.750
76. C -0.691
77. Cl 0.755
78. C -0.691
79. Cl 0.755
80. C -0.074
81. C -0.081
82. C -0.164
83. C -0.413
84. C -0.123
85. C -0.072
86. Sb 1.445
87. C -0.393
88. C -0.154
89. C -0.086
90. C -0.077
91. C -0.071
92. C -0.120
93. C -0.407
94. C -0.117
95. C -0.073
96. C -0.080
97. C -0.093
98. C -0.164
99. H 0.109

---

# 2
The following is a DFT calculation (the ωB97M-V functional and the def2-TZVPD basis) of a molecular structure, C60H46FInN4O5SSe.

XYZ file:
```
119
Properties=species:S:1:pos:R:3:forces:R:3
In 0.562 -0.437 0.223 0.61 -0.99 -0.73
C -4.489 -3.402 8.330 1.10 -0.55 -1.03
O -3.827 -4.084 7.213 -1.22 0.99 1.53
C -3.136 -3.327 6.290 0.73 -1.43 -0.45
C -2.854 -4.081 5.118 -0.85 0.61 0.97
C -2.117 -3.485 4.127 0.64 0.90 0.41
C -1.527 -2.210 4.334 0.03 -0.16 0.12
C -1.724 -1.564 5.566 0.82 -0.06 -0.92
C -2.530 -2.100 6.535 -1.44 -0.72 0.78
C -0.663 -1.593 3.283 0.74 -0.03 0.03
C -0.798 -0.218 3.055 -1.03 0.63 1.06
C -1.629 0.728 3.803 0.92 -0.25 -1.22
C -1.319 1.968 3.276 -1.06 0.05 0.17
C -0.458 1.784 2.157 -0.07 -0.67 -0.16
N -0.155 0.452 2.065 0.60 1.23 -0.14
C -0.074 2.809 1.257 -0.10 0.50 0.03
C 1.020 2.735 0.351 -0.44 -0.48 0.43
C 1.681 3.818 -0.279 -0.13 1.04 0.10
C 2.583 3.290 -1.180 -0.58 -0.68 -0.21
C 2.393 1.874 -1.133 0.54 -0.77 0.37
C 2.870 0.844 -2.019 0.27 -1.15 0.57
C 3.032 1.212 -3.443 0.78 0.05 -0.92
C 2.328 0.532 -4.480 0.57 0.71 1.95
C 2.505 0.880 -5.789 0.26 0.79 -1.70
C 3.330 1.958 -6.166 0.23 -0.68 1.75
O 3.543 2.403 -7.427 -1.04 -0.70 -1.77
C 2.829 1.665 -8.458 0.34 0.79 0.74
C 4.060 2.600 -5.156 0.12 0.45 -0.93
C 3.951 2.228 -3.846 -1.14 -0.89 0.88
C 3.083 -0.524 -1.652 -0.62 1.78 -0.11
N 2.859 -1.059 -0.409 -0.81 0.18 0.33
C 3.259 -2.360 -0.427 0.06 0.02 -0.86
C 3.174 -3.273 0.648 0.21 0.07 -0.71
C 3.963 -4.560 0.569 -0.35 0.15 -0.23
C 4.975 -4.818 1.502 -0.53 -0.17 -0.52
C 5.667 -6.012 1.480 -0.42 -0.29 -0.27
C 5.365 -6.978 0.519 0.36 0.24 -0.70
O 6.200 -8.078 0.529 -0.35 -1.41 -0.19
C 5.815 -9.293 -0.163 -0.23 0.82 -0.08
C 4.416 -6.730 -0.492 0.58 -0.51 0.74
C 3.717 -5.535 -0.432 -0.41 0.90 0.54
C 2.275 -3.058 1.718 -0.94 0.59 0.85
C 2.107 -3.920 2.882 0.19 0.24 -0.72
C 0.958 -3.517 3.485 -0.68 -0.13 0.31
C 0.392 -2.414 2.719 0.69 -0.04 1.91
N 1.287 -2.088 1.734 2.11 -0.33 0.02
C 3.757 -2.664 -1.773 0.00 0.84 0.32
C 3.617 -1.519 -2.519 0.59 -0.96 -0.11
N 1.549 1.551 -0.088 -0.39 0.49 -0.61
C -1.010 3.987 1.182 1.45 2.03 1.07
C -2.284 3.846 0.376 -0.74 0.27 0.42
C -3.227 5.118 0.382 -0.27 0.01 -0.03
C -2.827 6.296 1.247 1.48 -1.31 0.08
O -3.791 7.245 1.240 -0.38 1.29 0.33
C -3.539 8.505 1.888 0.40 -0.88 -0.25
C -1.581 6.308 1.822 -2.36 2.54 -0.34
C -0.683 5.229 1.745 0.70 -4.17 -1.48
H -4.829 -4.191 8.983 -0.11 -0.27 0.12
H -5.341 -2.806 8.018 -0.05 0.12 -0.32
H -3.792 -2.775 8.888 0.04 0.00 -0.06
H -3.291 -5.096 5.060 0.35 0.74 -0.15
H -1.916 -3.979 3.202 0.06 -0.24 -0.57
H -1.179 -0.655 5.788 -0.07 -0.09 -0.14
H -2.755 -1.583 7.473 0.35 -0.07 -0.35
H -2.388 0.466 4.526 0.26 0.27 0.01
H -1.724 2.938 3.559 0.04 -0.28 0.02
H 1.490 4.879 -0.050 0.22 -0.71 -0.16
H 3.319 3.811 -1.767 -0.19 0.10 -0.16
H 1.618 -0.244 -4.222 0.06 -0.03 0.20
H 1.965 0.329 -6.554 0.03 0.02 0.16
H 2.880 2.255 -9.355 0.09 0.44 -0.31
H 1.775 1.487 -8.223 0.18 0.18 0.17
H 3.309 0.723 -8.669 0.24 -0.53 0.17
H 4.729 3.426 -5.404 -0.15 -0.25 -0.20
H 4.549 2.753 -3.102 -0.15 -0.28 -0.10
H 5.204 -4.083 2.253 0.01 0.22 0.14
H 6.429 -6.194 2.218 0.24 -0.24 0.06
H 6.338 -10.135 0.327 -0.29 0.52 -0.17
H 6.124 -9.240 -1.223 0.03 -0.01 0.34
H 4.713 -9.466 -0.177 0.70 0.17 0.36
H 4.248 -7.497 -1.260 -0.07 0.53 0.27
H 2.920 -5.294 -1.137 0.21 -0.26 0.06
H 2.804 -4.711 3.179 -0.47 0.35 -0.10
H 0.545 -3.877 4.425 0.06 -0.03 -0.33
H 4.162 -3.614 -2.056 0.17 -0.13 -0.28
H 3.916 -1.344 -3.549 -0.09 -0.20 0.26
H -2.831 2.917 0.598 0.34 0.26 0.10
H -4.270 4.830 0.460 -0.31 0.07 0.77
H -4.391 9.158 1.711 -0.15 -0.25 0.04
H -2.656 8.988 1.467 0.13 -0.07 -0.05
H -3.371 8.347 2.957 -0.09 0.07 0.00
H -1.220 7.198 2.353 -0.37 -0.23 -0.15
H 0.349 5.339 2.103 -0.63 -0.06 0.23
F 0.193 -0.735 -1.823 0.02 0.23 0.43
Se -1.148 -2.472 0.861 -2.12 -0.81 -1.76
O -1.605 1.080 -0.628 -0.04 0.59 0.01
S -1.784 1.417 -2.065 -0.03 -0.28 0.00
C -3.246 0.444 -2.507 -0.80 -0.54 -0.39
C -4.105 -0.083 -1.515 1.10 0.17 -0.46
C -4.778 -1.256 -1.800 -0.64 0.22 -0.09
C -4.786 -1.831 -3.072 0.36 0.47 0.14
C -4.085 -1.223 -4.089 0.45 1.26 0.57
C -3.350 -0.059 -3.803 -0.12 -0.54 0.34
C -2.495 3.087 -2.167 -1.24 -0.43 -1.39
C -2.100 4.070 -1.153 0.54 0.46 0.28
C -3.000 5.342 -1.147 1.96 -0.03 1.85
C -4.111 5.383 -2.067 -1.12 0.01 -2.15
C -4.180 4.539 -3.138 -1.40 2.48 1.05
C -3.350 3.411 -3.193 2.63 -2.30 1.41
H -4.171 0.391 -0.538 0.36 -0.36 -0.06
H -5.341 -1.729 -1.014 -0.18 -0.06 0.19
H -5.357 -2.710 -3.268 -0.18 -0.62 0.05
H -3.984 -1.609 -5.082 -0.37 -0.32 -0.41
H -2.854 0.425 -4.623 0.66 0.02 -0.12
H -1.063 4.369 -1.302 0.22 -0.20 -0.32
H -2.350 6.225 -1.174 -0.22 0.09 -0.71
H -4.851 6.171 -1.934 0.03 -0.07 -0.09
H -4.972 4.637 -3.897 0.33 0.05 0.49
H -3.441 2.687 -3.985 -0.39 -0.11 -0.15
```
Positions in Å, forces in eV/Å.

Calculated values
Charge: -2
Maximum force (hartree/bohr): 0.0872
Orbital gap (alpha / beta) (eV): 3.360 / 3.779
HOMO (alpha / beta) (eV): 0.3 / -0.2

Löwdin atomic charge list, values in e, 99 entries:
1. In 0.629
2. C -0.066
3. O -0.123
4. C -0.285
5. C -0.004
6. C -0.037
7. C -0.162
8. C -0.054
9. C -0.035
10. C -0.215
11. C -0.302
12. C -0.011
13. C -0.036
14. C -0.251
15. N 0.034
16. C -0.112
17. C -0.270
18. C -0.059
19. C -0.042
20. C -0.234
21. C -0.068
22. C -0.150
23. C -0.022
24. C -0.041
25. C -0.303
26. O -0.092
27. C -0.075
28. C -0.034
29. C -0.035
30. C -0.284
31. N 0.065
32. C -0.235
33. C -0.086
34. C -0.167
35. C -0.039
36. C -0.024
37. C -0.290
38. O -0.128
39. C -0.091
40. C -0.025
41. C -0.031
42. C -0.228
43. C -0.021
44. C -0.048
45. C -0.507
46. N -0.068
47. C -0.009
48. C -0.029
49. N 0.068
50. C -0.125
51. C -0.109
52. C -0.104
53. C -0.256
54. O -0.093
55. C -0.074
56. C -0.054
57. C -0.050
58. H 0.073
59. H 0.085
60. H 0.070
61. H 0.120
62. H 0.068
63. H 0.112
64. H 0.100
65. H 0.086
66. H 0.095
67. H 0.094
68. H 0.074
69. H 0.121
70. H 0.091
71. H 0.073
72. H 0.083
73. H 0.084
74. H 0.110
75. H 0.106
76. H 0.115
77. H 0.104
78. H 0.082
79. H 0.082
80. H 0.091
81. H 0.101
82. H 0.122
83. H 0.095
84. H 0.101
85. H 0.074
86. H 0.099
87. H 0.149
88. H 0.143
89. H 0.080
90. H 0.085
91. H 0.089
92. H 0.098
93. H 0.115
94. F -0.478
95. Se 0.485
96. O -0.503
97. S 1.050
98. C -0.340
99. C -0.043